Model P:
The ion C2H9N2 with charge +1, computed with ωB97M-V with the def2-TZVPD basis set.

Geometry as XYZ:
```
13
Properties=species:S:1:pos:R:3:lowdin_charge:R:1
N 0.25 1.39 0.13 -0.006
N 1.01 -1.05 0.05 0.133
C -1.02 0.69 -0.35 -0.150
C -0.49 -0.70 0.10 -0.145
H 0.31 2.18 -0.44 0.041
H -0.82 -0.85 1.14 0.134
H 1.37 -2.06 -0.01 0.198
H -1.24 0.98 -1.42 0.152
H 1.60 -0.79 0.83 0.140
H 1.58 -0.69 -0.81 0.208
H 0.37 1.72 1.10 0.106
H -1.87 0.65 0.15 0.059
H -1.04 -1.46 -0.48 0.129
```

The calculation puts the HOMO-LUMO gap at 10.4297 eV. As for the SMILES: NCC[NH3+]. As for the net charge: +1. Its LUMO energy is -3.76 eV. The calculation puts the HOMO energy at -0.5216 Ha.

***

Model Q:
A cluster of 2 separate species, C2H9N2 in total, computed with ωB97M-V with the def2-TZVPD basis set.

Geometry as XYZ:
```
13
Properties=species:S:1:pos:R:3:lowdin_charge:R:1
N -0.09 -0.77 0.63 0.130
N -0.57 -0.61 -2.04 0.039
C -0.05 0.62 1.00 -0.202
C 1.06 1.21 1.47 0.063
H 1.22 2.21 1.08 0.074
H -0.99 -0.93 0.95 0.112
H -0.96 -1.37 -2.64 0.090
H 0.15 -0.06 -2.51 0.070
H 1.77 0.86 2.31 0.123
H 0.76 -1.23 1.11 0.214
H -1.35 -0.10 -1.75 0.024
H 0.00 -1.04 -0.44 0.132
H -0.96 1.20 0.83 0.131
```

The calculation puts the HOMO-LUMO gap at 10.3165 eV. As for the net charge: +1. Its LUMO energy is -3.95 eV. The calculation puts the HOMO energy at -0.5244 Ha.

***

Quick look at relative energies in hartree: model P 0.0000; model Q 0.0105.